1.
Density functional theory data (wB97M-V/def2-TZVPD) for 5 unconnected molecules or ions with the total composition C3H16O4S.

SMILES string = CCCS.O.O.O.O
2S+1 = 1
Lowest unoccupied orbital energy = 0.285 eV
ΔE to the lowest compared entry with this formula, charge and spin = 166.3 kJ/mol

Atoms and positions in Å:
C: -0.854 -2.130 -0.516
C: -1.865 -1.061 -0.578
C: -1.202 0.215 -1.171
S: -2.220 1.688 -0.837
H: -1.331 -3.007 0.053
H: 0.103 -1.837 0.008
H: -0.566 -2.629 -1.574
H: -2.751 -1.379 -1.112
H: -2.229 -0.824 0.452
H: -1.140 -0.096 -2.297
H: -0.184 0.269 -0.952
H: -2.898 1.611 -1.929
O: 1.078 1.821 -2.277
H: 1.407 2.702 -2.543
H: 0.858 1.505 -3.186
O: 1.718 1.371 2.506
H: 1.675 2.369 2.583
H: 2.545 1.088 2.879
O: 0.108 -1.121 4.028
H: -0.295 -1.687 3.305
H: 0.778 -0.618 3.517
O: 2.709 0.375 -0.090
H: 2.214 0.495 -0.897
H: 2.341 0.879 0.628

---

2.
Density functional theory data (wB97M-V/def2-TZVPD) for a molecular structure, H14LiO7.

Total charge = +1
2S+1 = 1
Lowest unoccupied orbital energy = -3.171 eV
ΔE to the lowest compared entry with this formula, charge and spin = 212.6 kJ/mol

Atoms and positions in Å:
Li: -11.792 -37.682 14.924
O: -13.072 -36.319 13.862
H: -12.769 -35.543 14.036
H: -12.900 -36.542 12.929
O: -11.225 -36.408 16.597
H: -12.057 -36.401 16.977
H: -10.631 -35.847 17.207
O: -13.472 -39.500 14.701
H: -13.805 -39.165 15.602
H: -14.506 -39.971 14.579
O: -13.137 -38.278 17.428
H: -13.295 -37.686 18.142
H: -12.770 -39.110 17.790
O: -9.835 -37.030 14.017
H: -8.890 -37.294 14.115
H: -9.817 -36.930 13.087
O: -10.908 -39.370 16.045
H: -10.018 -39.596 15.931
H: -11.128 -39.596 16.985
O: -12.052 -38.792 12.802
H: -12.347 -38.666 11.797
H: -12.794 -39.262 13.125

---

Number 1: maximum force 4.43 eV Å⁻¹, HOMO energy -8.92 eV. Number 2: maximum force 8.77 eV Å⁻¹, HOMO energy -14.67 eV.